243
Properties=species:S:1:pos:R:3:forces:R:3:lowdin_charge:R:1 method="wB97M-V/def2-TZVPD" charge=+3 energy_ha=-7312.60750 homo_ev=-11.38
C -6.37756 4.35951 -0.33420 0.53 -0.39 0.30 -0.06
C -6.38293 2.89419 -0.90331 -1.20 1.16 0.18 -0.21
C -5.29430 2.78687 -1.93230 -0.91 -0.41 -0.90 -0.17
N -5.25198 1.41878 -2.60279 0.73 0.30 0.01 -0.22
C -4.92215 0.41324 -1.54025 0.74 -0.99 -0.86 0.00
C -6.47043 0.96728 -3.48612 0.71 0.39 0.53 -0.06
C -5.85695 0.41880 -4.75456 1.00 -0.32 -0.51 -0.13
C -4.31743 0.26016 -4.47253 -0.34 0.84 -0.18 -0.12
C -4.02225 1.45463 -3.54868 -1.41 -1.08 -0.11 -0.10
H -7.00008 4.56208 0.55992 0.02 -0.51 -0.71 0.10
H -6.65572 5.05957 -1.13069 0.02 -0.05 0.20 0.07
H -5.36035 4.60699 0.02630 -0.33 -0.06 -0.32 0.06
H -7.37705 2.70731 -1.41180 0.98 0.04 0.65 0.13
H -6.23860 2.16903 -0.11313 -0.10 -0.05 0.25 0.10
H -4.27721 2.93861 -1.55064 -0.32 0.13 -0.01 0.11
H -5.54863 3.48008 -2.74251 0.41 0.10 0.07 0.13
H -4.13657 0.79460 -0.86891 -0.37 -0.10 -0.53 0.08
H -4.54054 -0.47850 -2.08983 -0.29 0.55 0.79 0.10
H -5.79568 0.14219 -0.98384 -0.53 -0.01 0.24 0.10
H -7.10185 0.23965 -2.96165 0.34 0.48 0.20 0.14
H -7.02852 1.84446 -3.79949 -0.22 0.17 0.77 0.13
H -6.34038 -0.48189 -5.11290 0.07 -0.38 0.27 0.12
H -6.08989 1.14399 -5.53809 0.66 -0.01 -0.12 0.12
H -4.04943 -0.64180 -3.91376 -0.29 -0.03 -0.37 0.10
H -3.69116 0.27853 -5.37022 -0.26 0.03 0.11 0.13
H -3.15535 1.29301 -2.92311 0.20 0.24 -0.03 0.08
H -4.03192 2.42089 -4.05680 0.04 -0.13 0.02 0.13
C -0.23400 9.64334 -4.82870 -0.04 -0.77 -0.80 -0.10
C -1.25989 9.19392 -3.82307 -1.11 -0.12 0.32 -0.23
C -1.46735 7.65023 -4.06494 0.86 2.01 0.56 -0.12
N -2.28793 7.03858 -3.00693 -0.66 -1.18 -0.68 -0.28
C -3.66325 7.57358 -3.02059 -1.30 -0.07 0.54 0.02
C -1.60941 7.05207 -1.66473 -1.50 0.30 0.87 -0.09
C -0.63533 5.92238 -1.64043 1.94 0.13 -0.37 -0.12
C -1.05802 4.98993 -2.81842 0.96 0.28 0.45 -0.13
C -2.36484 5.54164 -3.27205 -1.15 0.35 -0.17 -0.11
H -0.12197 10.71990 -4.88017 0.17 0.04 0.08 0.09
H -0.65147 9.28547 -5.80410 0.68 0.50 0.42 0.10
H 0.72650 9.12975 -4.66289 -0.18 0.43 -0.13 0.09
H -2.18237 9.78420 -4.01500 0.23 -0.72 -0.16 0.12
H -1.08168 9.45939 -2.76154 0.56 -0.35 -0.64 0.11
H -0.49298 7.13650 -4.02177 -0.33 0.32 -0.29 0.14
H -1.94837 7.51978 -5.04107 0.07 -0.25 0.30 0.15
H -4.19319 7.06578 -2.21664 -0.08 0.05 0.07 0.11
H -4.18046 7.31573 -3.94823 0.40 -0.01 -0.08 0.12
H -3.80607 8.64247 -2.85385 0.75 -0.09 0.00 0.12
H -2.31957 6.73017 -0.88203 -0.45 1.00 -0.59 0.15
H -1.27660 8.07467 -1.52787 0.25 -0.29 0.53 0.13
H -0.64759 5.43566 -0.65251 -0.08 0.03 -0.54 0.12
H 0.37320 6.36160 -1.74432 -0.18 -0.68 -0.21 0.13
H -1.16281 3.99524 -2.43699 -0.11 -0.63 -0.01 0.08
H -0.33453 4.97479 -3.64698 -0.11 -0.02 0.40 0.12
H -3.20609 5.26409 -2.64835 -0.01 -0.55 0.31 0.12
H -2.67050 5.31482 -4.30183 0.32 0.40 0.12 0.15
C 10.22630 2.98779 -2.63800 -0.45 -0.40 0.29 -0.10
C 9.49570 3.45887 -3.90430 0.81 0.37 0.61 -0.26
C 8.72080 2.36430 -4.62095 0.03 0.42 0.76 -0.27
C 8.17936 2.88650 -5.92361 -1.00 -0.69 -1.81 -0.24
P 7.06755 1.73272 -6.91212 0.98 0.64 0.11 1.00
C 7.40524 1.99410 -8.66163 0.68 -0.30 -0.72 -0.28
C 7.15556 3.39151 -9.23784 -1.18 -0.19 1.34 -0.27
C 7.71909 3.68365 -10.60128 -0.15 2.10 0.29 -0.28
C 7.33941 2.72175 -11.67760 0.41 -0.44 -0.54 -0.10
C 5.36901 2.09567 -6.54243 -1.04 -0.09 0.25 -0.28
C 4.98802 1.85407 -5.03172 -0.04 0.90 -0.97 -0.22
C 3.47798 2.04944 -4.79435 0.49 1.11 -0.20 -0.25
C 2.97307 3.50335 -5.10358 -0.23 -1.24 0.98 -0.09
C 7.41594 0.05028 -6.51829 2.28 -1.01 0.84 -0.30
C 6.56288 -1.00647 -7.11326 -0.82 -1.44 -1.51 -0.27
C 6.83673 -2.44476 -6.70675 -0.12 -1.00 0.16 -0.26
C 6.37671 -2.83146 -5.33043 -0.35 0.00 1.64 -0.12
H 9.52219 2.57917 -1.89287 0.28 -0.35 -0.43 0.08
H 10.68893 3.78639 -2.09172 0.16 0.87 -0.04 0.07
H 11.06874 2.31882 -2.83624 -0.44 -0.34 -0.10 0.08
H 10.28045 3.83576 -4.58210 -0.50 0.23 0.08 0.12
H 8.81303 4.26182 -3.59772 0.20 0.08 -0.39 0.12
H 7.87647 2.08166 -3.98383 0.19 -0.36 0.02 0.11
H 9.42567 1.54559 -4.72233 -0.24 -0.47 -0.32 0.12
H 8.94718 3.22233 -6.64456 -0.16 -0.13 0.43 0.11
H 7.47356 3.70804 -5.79506 0.28 0.41 0.33 0.10
H 6.88329 1.25635 -9.26666 -0.29 -0.24 0.15 0.10
H 8.46083 1.73659 -8.80450 0.14 -0.03 0.23 0.12
H 7.54607 4.10946 -8.49679 -0.32 0.12 -0.40 0.11
H 6.04964 3.47952 -9.30554 0.49 0.33 0.21 0.12
H 8.78512 3.89017 -10.50083 0.22 -0.46 -0.27 0.12
H 7.30529 4.70488 -10.82364 0.31 -0.81 -0.10 0.13
H 6.26029 2.62668 -11.77775 -0.13 -0.11 0.13 0.08
H 7.78720 1.73987 -11.48773 -0.20 0.00 -0.16 0.08
H 7.70577 3.06201 -12.64874 0.03 -0.07 0.11 0.09
H 4.67772 1.54824 -7.21477 0.53 -0.08 0.25 0.12
H 5.25651 3.13760 -6.88046 -0.15 -0.02 0.51 0.10
H 5.56700 2.59889 -4.46963 -0.20 -0.23 0.24 0.10
H 5.28186 0.85960 -4.69234 0.12 -0.02 -0.18 0.10
H 3.28051 1.86271 -3.71962 -0.09 -0.26 -0.72 0.11
H 2.93468 1.37186 -5.46865 -0.02 -0.13 0.57 0.11
H 1.95713 3.50268 -4.68340 0.10 0.38 -0.27 0.05
H 2.89532 3.71080 -6.17036 0.24 0.17 0.10 0.07
H 3.55529 4.24279 -4.53525 -0.08 -0.08 -0.46 0.08
H 7.50349 -0.12320 -5.43621 -0.39 0.51 0.01 0.10
H 8.48473 -0.14426 -6.80853 -0.71 0.33 -0.09 0.14
H 6.62797 -1.07950 -8.19843 0.32 0.70 -0.25 0.12
H 5.50323 -0.86724 -6.96401 -0.50 0.44 0.43 0.11
H 7.86925 -2.75785 -6.83147 0.33 0.29 -0.13 0.12
H 6.28026 -3.10327 -7.37736 0.00 0.27 -0.32 0.12
H 5.41296 -2.37537 -5.08474 -0.14 0.15 -0.19 0.05
H 7.04923 -2.48617 -4.52313 -0.09 -0.30 -0.33 0.08
H 6.18650 -3.91347 -5.19215 0.51 0.48 -0.22 0.09
C -0.93787 -4.44554 12.11293 0.10 0.47 0.56 -0.11
C -1.53577 -5.71092 11.58759 -0.02 -1.12 -1.19 -0.26
C -1.61875 -5.80606 10.03627 0.33 0.31 1.10 -0.22
C -2.40753 -4.58018 9.49604 0.02 -0.92 -0.67 -0.25
P -2.42123 -4.56022 7.69835 -1.26 -0.19 0.34 1.00
C -3.03971 -2.94304 7.22199 0.36 -0.08 -0.78 -0.25
C -3.29450 -2.84979 5.71006 -0.54 -1.00 -0.55 -0.27
C -3.54039 -1.45869 5.18642 -0.85 0.03 0.57 -0.26
C -2.34801 -0.56459 5.35556 0.16 0.83 0.60 -0.08
C -0.80384 -4.89378 7.02664 0.11 -0.25 -0.08 -0.26
C 0.31163 -4.07644 7.73466 -0.06 -0.04 -0.41 -0.22
C 1.72355 -4.58268 7.46055 0.62 0.44 -1.73 -0.28
C 2.00192 -5.99521 7.88344 0.05 -1.52 0.72 -0.12
C -3.58216 -5.82993 7.06115 -0.07 1.22 0.55 -0.27
C -3.31621 -7.23704 7.46167 0.58 -1.68 0.01 -0.27
C -4.15407 -8.21745 6.61306 -1.33 0.29 0.41 -0.27
C -4.01498 -9.65338 7.05467 0.22 -0.89 0.23 -0.12
H 0.07645 -4.29873 11.71733 -0.20 0.09 0.04 0.08
H -0.84894 -4.54966 13.20193 0.02 0.30 -0.24 0.09
H -1.55384 -3.55554 11.90536 0.31 -0.26 0.14 0.08
H -2.54844 -5.88659 11.88723 -0.70 0.23 0.75 0.10
H -0.98100 -6.57115 11.98175 0.03 0.10 -0.26 0.12
H -2.05979 -6.76915 9.76612 -0.07 0.31 -0.02 0.09
H -0.58031 -5.82565 9.66405 -0.44 0.17 -0.17 0.09
H -1.95765 -3.65814 9.82232 0.34 0.41 0.12 0.08
H -3.47687 -4.48650 9.76773 0.44 -0.49 0.24 0.13
H -2.27719 -2.23378 7.55138 0.01 0.14 -0.08 0.10
H -3.94047 -2.72255 7.77825 -0.30 -0.02 0.27 0.11
H -4.14240 -3.50678 5.39133 0.45 0.40 0.56 0.12
H -2.44402 -3.24565 5.15583 0.38 -0.15 0.02 0.08
H -4.42553 -1.07407 5.71612 0.24 0.23 -0.18 0.13
H -3.83078 -1.52062 4.14079 0.05 -0.06 -0.10 0.08
H -1.43401 -1.05044 5.02939 0.28 -0.28 0.14 0.06
H -2.23290 -0.16749 6.39060 0.03 -0.39 -0.69 0.10
H -2.44176 0.28850 4.70632 -0.07 0.55 -0.14 0.07
H -0.92362 -4.79918 5.93947 0.44 0.40 0.08 0.10
H -0.69492 -5.97959 7.15751 0.28 0.23 0.23 0.08
H 0.13047 -4.19042 8.80841 0.08 0.42 -0.10 0.09
H 0.25724 -3.00779 7.45199 -0.19 -0.45 0.24 0.12
H 2.47931 -3.91279 7.89748 -0.44 -0.12 0.28 0.12
H 1.98331 -4.49039 6.36411 -0.60 -0.10 0.78 0.11
H 1.95902 -6.12084 8.97466 0.27 0.33 -0.06 0.08
H 3.01677 -6.29917 7.56042 -0.62 0.02 0.17 0.09
H 1.27240 -6.78640 7.57152 0.56 0.79 -0.40 0.08
H -3.49932 -5.79119 5.99729 0.05 0.29 -1.00 0.08
H -4.61004 -5.52138 7.29567 0.20 0.07 0.09 0.12
H -3.53524 -7.43353 8.52050 0.08 0.14 -0.28 0.11
H -2.23150 -7.46294 7.29118 -0.76 -0.05 0.26 0.12
H -3.96585 -8.08159 5.54779 0.24 -0.02 -0.06 0.11
H -5.24123 -8.00438 6.75054 0.65 0.38 -0.15 0.13
H -4.41638 -9.77645 8.07393 0.31 0.08 -0.24 0.08
H -2.95745 -9.94791 7.05535 -0.22 -0.17 0.06 0.08
H -4.58181 -10.38462 6.44141 0.38 0.63 0.12 0.09
C 2.77578 -1.84404 3.56136 -1.49 -0.25 0.10 -0.07
C 1.26180 -2.16571 3.94212 0.07 0.72 -0.22 -0.22
C 0.55511 -3.15494 2.98013 1.22 0.25 0.11 -0.24
C 0.55688 -2.62571 1.52771 -0.60 0.27 0.89 -0.26
P 0.16442 -3.88279 0.30729 0.64 -0.37 -0.56 1.03
C -1.60741 -4.32862 0.39639 0.16 1.03 -0.81 -0.22
C -2.51274 -3.13704 -0.03935 0.84 -0.49 -0.40 -0.27
C -3.95596 -3.33003 0.31420 -0.06 -0.35 1.96 -0.23
C -4.14209 -2.90648 1.82217 0.00 -0.60 -1.14 -0.08
C 0.66752 -3.43427 -1.39712 -1.23 0.60 -0.13 -0.26
C 2.02754 -2.86198 -1.69898 2.44 -0.73 0.36 -0.24
C 2.58468 -3.32470 -3.08869 -1.24 0.01 1.42 -0.25
C 1.76470 -2.80723 -4.23848 -0.01 0.38 -0.64 -0.10
C 1.04038 -5.43852 0.62328 0.66 -0.28 0.80 -0.27
C 2.59310 -5.41637 0.75535 -0.60 -0.17 -0.32 -0.24
C 3.12807 -6.79630 1.19356 1.20 1.26 -0.44 -0.25
C 2.98905 -7.92558 0.15998 -0.15 -0.17 0.91 -0.09
H 3.33891 -1.44778 4.41216 -0.15 -0.22 -0.16 0.08
H 2.83106 -1.09897 2.75682 -0.10 -0.10 0.24 0.07
H 3.24120 -2.75810 3.17586 0.14 0.07 0.27 0.06
H 0.63771 -1.24574 3.96529 0.60 -0.23 -0.16 0.10
H 1.13843 -2.56140 4.96528 0.48 -0.04 -0.33 0.08
H -0.43225 -3.32724 3.38937 -0.41 -0.23 -0.21 0.09
H 1.13865 -4.08180 2.99910 -0.24 -0.14 0.17 0.09
H 1.55712 -2.20663 1.36609 -0.34 -0.02 -0.50 0.10
H -0.21095 -1.83113 1.42965 0.67 -0.17 -0.12 0.08
H -1.80152 -4.57057 1.44236 0.00 -0.31 -0.04 0.09
H -1.75128 -5.19092 -0.27461 -0.04 0.11 0.48 0.11
H -2.45458 -2.98005 -1.10438 0.41 -0.11 -0.53 0.10
H -2.11261 -2.23225 0.40103 -0.07 0.41 0.20 0.08
H -4.22341 -4.37367 0.13771 -0.15 -0.06 0.17 0.11
H -4.58875 -2.76056 -0.34118 -0.32 0.51 -0.15 0.09
H -3.57868 -3.56889 2.49975 0.05 0.27 -0.27 0.06
H -5.17532 -2.97591 2.14724 -0.16 0.22 -0.02 0.08
H -3.76286 -1.88242 1.89387 -0.19 -0.12 0.31 0.07
H -0.03607 -2.69849 -1.79315 -0.45 -0.28 0.14 0.08
H 0.51850 -4.36305 -1.94401 -0.06 -0.22 -0.16 0.10
H 2.77789 -3.30082 -0.99823 -0.47 0.65 -0.16 0.10
H 2.09094 -1.76857 -1.61432 -0.35 -0.33 0.13 0.11
H 2.59684 -4.41289 -3.01189 0.12 -0.14 -0.46 0.11
H 3.59930 -2.99350 -3.16250 0.68 0.24 -0.01 0.09
H 0.87820 -3.40042 -4.44900 -0.16 -0.01 0.13 0.08
H 2.35462 -2.80759 -5.15648 -0.05 -0.04 -0.07 0.07
H 1.45837 -1.76639 -4.05669 0.02 -0.29 -0.06 0.07
H 0.75996 -6.13201 -0.16886 -0.15 0.00 -0.14 0.10
H 0.66828 -5.88328 1.56566 -0.15 0.26 -0.36 0.10
H 2.88533 -4.65871 1.48547 0.02 0.00 0.06 0.09
H 3.05591 -5.13041 -0.19416 -0.08 -0.10 0.07 0.09
H 2.67411 -7.01226 2.15507 -0.10 -0.46 0.13 0.10
H 4.20640 -6.59922 1.40758 -0.66 -0.38 -0.12 0.12
H 3.77220 -8.66500 0.34444 -0.11 0.04 -0.15 0.08
H 3.05481 -7.61201 -0.88197 0.04 0.21 0.08 0.07
H 2.04291 -8.44203 0.32327 -0.08 -0.05 -0.28 0.07
C -4.31792 6.20375 3.11350 -1.95 2.08 0.57 -0.65
F -4.64682 7.39747 2.50597 0.30 -1.11 -0.10 0.07
F -5.11295 5.24516 2.57754 0.90 0.16 -0.50 0.08
F -3.04329 6.00920 2.88644 0.83 -0.88 -0.77 0.13
S -4.66124 6.36507 4.90898 -1.96 -1.34 -0.45 0.48
O -4.85776 4.98760 5.25478 0.46 -0.47 0.23 -0.30
O -3.58747 7.10669 5.39223 3.04 1.26 1.06 -0.26
N -5.98650 7.09685 4.98497 -1.49 1.48 -0.15 -0.31
S -6.35305 8.65845 5.28329 -0.18 -0.28 0.16 0.67
O -5.98716 9.10108 6.61475 -0.11 -0.40 -1.01 -0.30
O -6.17584 9.59446 4.17587 0.10 -1.20 0.82 -0.32
C -8.21957 8.30168 5.30484 4.78 0.00 1.11 -0.79
F -8.74354 9.46858 5.30435 -2.16 1.83 0.10 0.19
F -8.46700 7.63559 4.23372 -1.56 -1.08 -1.66 0.17
F -8.49838 7.61017 6.39184 -0.88 -0.24 0.29 0.16
C 0.07539 1.24385 -2.56252 -0.54 -1.67 1.52 -0.71
F 0.62959 2.17684 -1.84386 0.95 1.53 -0.10 0.15
F -0.71796 1.74792 -3.49940 0.28 0.30 -0.33 0.14
F 1.01197 0.46558 -3.09876 0.12 0.24 -0.53 0.13
S -0.91696 0.23142 -1.36755 0.51 -1.93 -0.97 0.61
O -1.72484 -0.48099 -2.36665 0.30 0.19 1.45 -0.32
O 0.02511 -0.53985 -0.53114 -1.24 1.16 -1.43 -0.31
N -1.75822 1.27090 -0.58685 0.30 0.27 -0.21 -0.30
S -1.26302 1.77332 0.86436 -0.21 0.61 0.92 0.62
O -1.44542 0.74447 1.84678 0.41 -0.24 0.00 -0.28
O -0.10269 2.62625 0.90283 -0.58 -0.67 -0.40 -0.26
C -2.72826 2.85277 1.15522 0.16 -0.35 -0.21 -0.57
F -2.68409 3.90434 0.24299 -0.23 -0.64 1.90 0.07
F -3.80359 2.11269 0.80561 -0.09 0.79 0.70 0.09
F -2.78378 3.15000 2.46839 -0.13 0.45 -2.30 0.17